C48H64ClGe2N2O7P4Si2W | ωB97M-V with the def2-TZVPD basis set

Last column: Mulliken spin population.
Element x y z (Å)
W (-0.292, -0.019, 0.989)  -0.032
C (1.738, -1.906, 4.317)  0.005
Si (2.435, -0.350, 3.615)  -0.004
C (4.275, -0.492, 3.320)  0.000
C (2.432, 0.950, 4.935)  0.000
N (1.585, -0.011, 2.042)  -0.001
P (2.438, 0.053, 0.661)  0.010
C (1.164, 0.022, -0.531)  0.065
P (0.405, 1.384, -1.299)  -0.030
N (-1.106, 1.224, -0.658)  -0.005
Si (-2.380, 2.476, -0.859)  0.001
C (-4.043, 1.653, -1.029)  -0.001
C (-2.634, 3.801, 0.444)  0.000
C (-2.107, 3.405, -2.429)  0.000
C (0.548, 1.099, -3.086)  0.001
C (0.858, -0.193, -3.518)  0.001
C (1.017, -0.472, -4.867)  0.006
C (0.873, 0.541, -5.804)  0.000
C (0.599, 1.839, -5.387)  0.001
C (0.450, 2.119, -4.037)  -0.004
C (1.259, 2.939, -1.100)  0.007
C (2.493, 3.077, -1.747)  0.000
C (3.187, 4.272, -1.674)  0.000
C (2.651, 5.344, -0.966)  0.000
C (1.433, 5.210, -0.313)  0.000
C (0.744, 4.008, -0.372)  0.000
C (3.446, -1.365, 0.109)  0.001
C (3.736, -2.505, 0.848)  0.003
C (4.494, -3.528, 0.297)  0.001
C (4.972, -3.422, -1.002)  0.000
C (4.666, -2.300, -1.762)  0.000
C (3.895, -1.283, -1.213)  -0.003
C (3.572, 1.444, 0.797)  -0.002
C (3.157, 2.563, 1.525)  0.003
C (4.023, 3.623, 1.735)  0.000
C (5.319, 3.575, 1.236)  0.000
C (5.746, 2.461, 0.526)  0.000
C (4.880, 1.401, 0.302)  0.000
H (1.846, -1.911, 5.407)  0.000
H (2.272, -2.782, 3.938)  0.001
H (0.684, -2.055, 4.068)  -0.003
H (4.656, -1.200, 4.068)  0.000
H (4.729, 0.483, 3.525)  0.000
H (4.646, -0.819, 2.355)  0.000
H (1.544, 0.991, 5.561)  0.000
H (2.603, 1.950, 4.521)  0.000
H (3.291, 0.712, 5.573)  0.000
H (-4.011, 0.632, -1.422)  -0.002
H (-4.608, 2.248, -1.758)  0.001
H (-4.649, 1.662, -0.117)  0.002
H (-1.967, 3.827, 1.304)  0.000
H (-3.660, 3.733, 0.818)  0.000
H (-2.543, 4.781, -0.036)  0.000
H (-2.092, 2.769, -3.319)  0.000
H (-1.210, 4.026, -2.423)  0.000
H (-2.970, 4.075, -2.515)  0.000
H (0.982, -0.988, -2.790)  -0.003
H (1.264, -1.477, -5.187)  0.000
H (0.988, 0.324, -6.859)  0.000
H (0.519, 2.638, -6.113)  0.000
H (0.271, 3.139, -3.731)  0.000
H (2.913, 2.252, -2.313)  0.000
H (4.135, 4.376, -2.187)  0.000
H (3.185, 6.285, -0.928)  0.000
H (1.014, 6.045, 0.235)  0.000
H (-0.193, 3.910, 0.153)  0.000
H (3.361, -2.610, 1.858)  0.001
H (4.716, -4.408, 0.888)  0.000
H (5.570, -4.218, -1.426)  0.000
H (5.024, -2.216, -2.781)  0.000
H (3.629, -0.430, -1.830)  -0.001
H (2.158, 2.596, 1.938)  -0.001
H (3.688, 4.488, 2.295)  0.000
H (5.999, 4.401, 1.409)  0.000
H (6.762, 2.409, 0.153)  0.000
H (5.244, 0.538, -0.234)  0.000
C (-3.597, 2.231, 3.741)  0.000
C (-2.495, 1.465, 3.053)  0.000
O (-2.812, 1.063, 1.717)  -0.006
P (-2.038, -0.220, 3.727)  0.001
O (-3.465, -0.858, 3.678)  0.001
O (-1.571, -0.602, 5.161)  0.000
O (-1.169, -0.813, 2.553)  0.001
P (-0.776, 2.177, 3.061)  0.000
O (-0.568, 3.682, 3.449)  0.000
O (-0.214, 1.294, 4.135)  0.000
O (-0.257, 1.937, 1.616)  -0.005
H (-4.511, 1.636, 3.762)  0.000
H (-3.777, 3.172, 3.220)  0.000
H (-3.324, 2.462, 4.773)  0.000
H (-3.743, 1.253, 1.509)  0.000
H (-3.577, -1.816, 3.776)  0.000
H (-0.666, -0.308, 5.359)  0.000
H (-0.125, 3.794, 4.300)  0.000
C (0.347, -5.125, -0.782)  0.055
Ge (-0.906, -4.072, -1.835)  0.240
C (-2.451, -5.195, -2.048)  0.017
C (-0.129, -3.715, -3.575)  0.056
Ge (-1.241, -1.661, -0.689)  0.228
C (-2.613, -1.395, -2.191)  0.123
C (-2.385, -0.523, -3.265)  0.006
C (-3.296, -0.426, -4.303)  0.000
C (-4.444, -1.215, -4.303)  0.035
C (-4.667, -2.094, -3.253)  -0.014
C (-3.750, -2.198, -2.213)  0.021
C (-2.661, -2.444, 0.612)  0.108
C (-2.417, -3.571, 1.405)  0.026
C (-3.413, -4.142, 2.193)  -0.005
C (-4.697, -3.611, 2.188)  0.010
C (-4.968, -2.502, 1.395)  -0.003
C (-3.961, -1.928, 0.630)  0.011
H (0.697, -5.884, -1.492)  0.005
H (-0.157, -5.616, 0.049)  0.000
H (1.193, -4.555, -0.412)  -0.007
H (-2.002, -6.170, -2.272)  0.005
H (-3.080, -4.890, -2.880)  0.000
H (-3.045, -5.287, -1.138)  -0.001
H (-0.153, -4.673, -4.102)  0.001
H (0.909, -3.387, -3.480)  0.007
H (-0.696, -2.976, -4.143)  -0.001
H (-1.522, 0.117, -3.290)  0.000
H (-3.106, 0.269, -5.112)  0.000
H (-5.157, -1.145, -5.115)  0.001
H (-5.556, -2.713, -3.236)  0.000
H (-3.967, -2.892, -1.418)  0.005
H (-1.438, -4.027, 1.413)  -0.012
H (-3.189, -5.021, 2.788)  0.000
H (-5.482, -4.071, 2.776)  0.001
H (-5.969, -2.086, 1.365)  0.001
H (-4.218, -1.079, 0.001)  -0.001
Cl (0.556, -2.461, 1.001)  0.071

- HOMO-LUMO gap (alpha / beta): 6.783 / 5.590 eV
- LUMO energy (alpha / beta): -6.0 / -7.4 eV
- HOMO level (alpha / beta): -12.83 / -13.00 eV
- Net charge: +2
- Spin multiplicity: 2